{"formula": "C81H196Cl2F12N13O20S4", "method": "the ωB97M-V functional and the def2-TZVPD basis", "total_charge": 7, "total_energy_ha": -9129.22980, "gap_ev": 5.03, "symbols": ["C", "C", "C", "C", "N", "C", "C", "C", "C", "C", "H", "H", "H", "H", "H", "H", "H", "H", "H", "H", "H", "H", "H", "H", "H", "H", "H", "H", "H", "H", "C", "C", "C", "C", "N", "C", "C", "C", "C", "C", "H", "H", "H", "H", "H", "H", "H", "H", "H", "H", "H", "H", "H", "H", "H", "H", "H", "H", "H", "H", "C", "C", "C", "C", "N", "C", "C", "C", "C", "C", "H", "H", "H", "H", "H", "H", "H", "H", "H", "H", "H", "H", "H", "H", "H", "H", "H", "H", "H", "H", "C", "C", "C", "C", "N", "C", "C", "C", "C", "C", "H", "H", "H", "H", "H", "H", "H", "H", "H", "H", "H", "H", "H", "H", "H", "H", "H", "H", "H", "H", "C", "C", "C", "C", "N", "C", "C", "C", "C", "C", "H", "H", "H", "H", "H", "H", "H", "H", "H", "H", "H", "H", "H", "H", "H", "H", "H", "H", "H", "H", "C", "C", "C", "O", "C", "N", "H", "H", "H", "H", "H", "H", "H", "H", "H", "H", "H", "H", "C", "C", "C", "O", "C", "N", "H", "H", "H", "H", "H", "H", "H", "H", "H", "H", "H", "H", "C", "C", "C", "O", "C", "N", "H", "H", "H", "H", "H", "H", "H", "H", "H", "H", "H", "H", "C", "C", "C", "O", "C", "N", "H", "H", "H", "H", "H", "H", "H", "H", "H", "H", "H", "H", "C", "C", "C", "O", "C", "N", "H", "H", "H", "H", "H", "H", "H", "H", "H", "H", "H", "H", "C", "C", "C", "O", "C", "N", "H", "H", "H", "H", "H", "H", "H", "H", "H", "H", "H", "H", "C", "C", "C", "O", "C", "N", "H", "H", "H", "H", "H", "H", "H", "H", "H", "H", "H", "H", "C", "C", "C", "O", "C", "N", "H", "H", "H", "H", "H", "H", "H", "H", "H", "H", "H", "H", "Cl", "Cl", "C", "F", "F", "F", "S", "O", "O", "O", "C", "F", "F", "F", "S", "O", "O", "O", "C", "F", "F", "F", "S", "O", "O", "O", "C", "F", "F", "F", "S", "O", "O", "O"], "positions_angstrom": [[21.046, 21.711, 19.429], [19.519, 21.663, 19.402], [18.854, 20.872, 18.237], [19.339, 21.212, 16.899], [18.587, 20.638, 15.665], [18.954, 21.326, 14.302], [17.636, 21.261, 13.424], [16.591, 20.680, 14.296], [17.082, 20.854, 15.775], [18.869, 19.132, 15.480], [21.429, 20.703, 19.267], [21.524, 22.123, 20.317], [21.395, 22.359, 18.625], [19.127, 22.674, 19.294], [19.148, 21.332, 20.372], [17.768, 20.943, 18.293], [19.029, 19.830, 18.504], [20.382, 20.949, 16.726], [19.334, 22.300, 16.832], [19.912, 21.032, 13.875], [19.025, 22.364, 14.626], [17.829, 20.688, 12.517], [17.453, 22.284, 13.095], [16.435, 19.636, 14.022], [15.654, 21.194, 14.083], [16.725, 20.080, 16.455], [16.772, 21.846, 16.103], [18.396, 18.607, 16.311], [19.931, 18.994, 15.684], [18.658, 18.825, 14.456], [26.907, 14.952, 19.297], [25.430, 14.611, 19.498], [24.719, 15.232, 20.666], [24.267, 16.668, 20.461], [23.176, 17.111, 21.504], [21.808, 16.386, 21.306], [20.734, 17.261, 21.895], [21.151, 18.670, 21.525], [22.641, 18.620, 21.310], [23.738, 16.846, 22.924], [27.512, 14.236, 19.853], [27.170, 15.963, 19.609], [27.216, 14.866, 18.256], [25.251, 13.538, 19.433], [24.788, 14.966, 18.691], [25.401, 15.208, 21.516], [23.853, 14.607, 20.886], [23.845, 16.720, 19.457], [25.133, 17.329, 20.464], [21.941, 15.387, 21.720], [21.756, 16.280, 20.222], [20.563, 17.139, 22.964], [19.711, 16.991, 21.633], [20.873, 19.377, 22.307], [20.721, 18.987, 20.575], [23.131, 19.212, 22.084], [23.049, 18.984, 20.367], [23.142, 17.460, 23.600], [24.769, 17.185, 23.026], [23.584, 15.768, 22.974], [18.237, 12.370, 22.084], [18.403, 11.410, 23.315], [18.335, 12.209, 24.655], [19.701, 12.879, 24.971], [19.799, 13.687, 26.386], [18.894, 14.966, 26.422], [19.632, 16.110, 25.794], [21.087, 15.669, 25.800], [21.212, 14.254, 26.522], [19.545, 12.677, 27.479], [19.155, 12.954, 22.019], [17.458, 13.127, 22.170], [18.061, 11.873, 21.130], [19.303, 10.795, 23.344], [17.602, 10.673, 23.254], [17.974, 11.492, 25.393], [17.536, 12.946, 24.723], [19.923, 13.656, 24.240], [20.510, 12.149, 24.962], [18.747, 15.094, 27.494], [17.897, 14.799, 26.013], [19.512, 17.083, 26.269], [19.326, 16.211, 24.752], [21.848, 16.366, 26.153], [21.352, 15.506, 24.756], [21.289, 14.404, 27.599], [22.012, 13.587, 26.200], [18.497, 12.396, 27.580], [19.855, 13.020, 28.466], [20.147, 11.794, 27.267], [18.574, 22.822, 32.873], [19.403, 22.165, 33.931], [19.614, 20.582, 33.817], [20.468, 20.157, 35.045], [20.999, 18.713, 34.983], [19.831, 17.722, 34.812], [20.309, 16.447, 35.525], [20.897, 16.997, 36.848], [21.677, 18.292, 36.380], [22.077, 18.539, 33.909], [18.554, 23.891, 33.084], [17.512, 22.590, 32.793], [19.042, 22.811, 31.889], [18.904, 22.342, 34.884], [20.322, 22.747, 33.991], [20.023, 20.302, 32.846], [18.644, 20.087, 33.864], [19.850, 20.107, 35.942], [21.224, 20.896, 35.308], [19.702, 17.558, 33.742], [18.908, 18.095, 35.256], [21.033, 15.867, 34.953], [19.434, 15.802, 35.602], [21.557, 16.266, 37.314], [20.100, 17.237, 37.552], [22.680, 17.914, 36.181], [21.827, 19.195, 36.971], [21.721, 18.803, 32.913], [22.272, 17.469, 33.831], [22.964, 19.093, 34.214], [22.019, 23.944, 27.741], [21.748, 22.727, 28.737], [22.785, 22.555, 29.943], [24.172, 22.093, 29.566], [24.961, 21.476, 30.756], [26.423, 21.022, 30.346], [26.720, 19.597, 30.681], [25.382, 19.111, 31.185], [24.304, 20.195, 31.258], [24.974, 22.548, 31.869], [23.075, 24.123, 27.539], [21.650, 24.879, 28.163], [21.561, 23.818, 26.759], [21.668, 21.775, 28.213], [20.714, 22.990, 28.963], [22.299, 21.853, 30.620], [22.859, 23.488, 30.503], [24.774, 22.917, 29.184], [24.162, 21.388, 28.735], [27.178, 21.705, 30.734], [26.455, 21.110, 29.260], [27.499, 19.524, 31.440], [26.969, 19.031, 29.783], [25.530, 18.708, 32.187], [25.034, 18.265, 30.593], [23.836, 20.315, 32.235], [23.570, 19.933, 30.495], [25.548, 23.383, 31.467], [25.512, 22.148, 32.729], [23.944, 22.788, 32.134], [17.313, 25.444, 26.881], [17.420, 25.715, 28.439], [18.027, 27.089, 28.812], [18.049, 27.073, 30.209], [18.035, 28.327, 30.850], [15.998, 25.531, 29.078], [15.423, 26.193, 28.577], [15.588, 24.626, 28.894], [15.947, 25.649, 30.080], [18.284, 25.723, 26.471], [16.567, 26.059, 26.377], [17.182, 24.382, 26.676], [18.001, 24.889, 28.849], [17.415, 27.880, 28.378], [19.061, 27.077, 28.469], [17.010, 28.680, 30.965], [18.736, 29.044, 30.422], [18.430, 28.325, 31.866], [15.983, 23.350, 19.882], [14.654, 23.826, 20.435], [14.853, 24.933, 21.482], [13.749, 25.752, 21.633], [13.939, 26.894, 22.493], [13.866, 24.301, 19.217], [14.360, 25.111, 18.872], [13.909, 23.559, 18.532], [12.926, 24.668, 19.267], [15.844, 22.637, 19.070], [16.525, 22.777, 20.635], [16.698, 24.114, 19.576], [14.151, 22.898, 20.706], [15.726, 25.541, 21.247], [15.091, 24.507, 22.457], [12.927, 27.282, 22.615], [14.626, 27.618, 22.055], [14.382, 26.546, 23.426], [18.477, 20.441, 24.303], [18.025, 21.058, 25.620], [19.100, 21.642, 26.464], [18.667, 22.392, 27.595], [17.975, 21.623, 28.587], [17.015, 22.125, 25.242], [16.179, 21.743, 24.823], [16.694, 22.688, 26.016], [17.412, 22.846, 24.657], [17.736, 19.760, 23.884], [19.372, 19.823, 24.369], [18.765, 21.228, 23.607], [17.387, 20.455, 26.267], [19.672, 22.337, 25.849], [19.829, 20.893, 26.774], [18.597, 20.891, 29.102], [16.970, 21.236, 28.417], [17.873, 22.405, 29.339], [16.142, 19.190, 20.760], [14.864, 18.252, 20.877], [15.108, 16.897, 20.173], [13.801, 16.374, 19.996], [13.730, 14.952, 19.604], [14.557, 17.931, 22.314], [15.281, 17.362, 22.729], [14.394, 18.776, 22.843], [13.663, 17.471, 22.405], [16.919, 18.780, 21.405], [15.799, 20.168, 21.100], [16.365, 19.340, 19.704], [13.992, 18.739, 20.440], [15.635, 16.144, 20.758], [15.561, 17.031, 19.191], [14.428, 14.625, 18.832], [12.754, 14.864, 19.128], [13.764, 14.242, 20.430], [10.924, 18.048, 25.620], [11.149, 19.244, 24.813], [9.908, 19.972, 24.315], [10.233, 21.167, 23.546], [10.661, 20.957, 22.218], [12.150, 20.176, 25.479], [12.570, 20.927, 24.950], [11.694, 20.526, 26.310], [13.022, 19.758, 25.770], [10.181, 17.407, 25.146], [10.409, 18.287, 26.550], [11.772, 17.403, 25.849], [11.660, 18.968, 23.891], [9.400, 20.185, 25.255], [9.171, 19.327, 23.837], [11.448, 20.206, 22.290], [10.992, 21.883, 21.748], [9.808, 20.626, 21.626], [10.786, 24.323, 27.907], [11.753, 25.388, 27.325], [11.447, 25.929, 25.864], [11.147, 24.875, 24.897], [12.191, 24.143, 24.385], [11.928, 26.576, 28.323], [12.154, 26.218, 29.240], [12.627, 27.276, 28.119], [11.042, 27.062, 28.326], [11.161, 23.809, 28.793], [10.771, 23.572, 27.118], [9.763, 24.658, 28.076], [12.750, 24.950, 27.369], [12.287, 26.590, 25.652], [10.613, 26.631, 25.881], [11.726, 23.346, 23.805], [12.705, 23.668, 25.221], [12.800, 24.775, 23.740], [17.395, 29.864, 19.620], [16.940, 30.003, 21.110], [17.320, 28.682, 21.817], [16.674, 28.815, 23.115], [17.268, 27.933, 24.016], [17.557, 31.271, 21.644], [16.989, 32.020, 21.276], [17.586, 31.394, 22.646], [18.472, 31.464, 21.263], [18.461, 29.730, 19.434], [17.052, 30.745, 19.077], [16.909, 29.026, 19.121], [15.850, 30.016, 21.107], [18.403, 28.599, 21.901], [16.902, 27.877, 21.213], [17.271, 26.871, 23.767], [16.724, 28.050, 24.953], [18.321, 28.202, 24.095], [12.381, 21.517, 32.729], [13.590, 21.417, 31.730], [14.179, 20.010, 31.620], [15.038, 20.022, 30.536], [15.848, 18.901, 30.336], [13.106, 21.931, 30.367], [12.373, 21.365, 29.963], [12.750, 22.866, 30.503], [13.833, 21.904, 29.666], [11.932, 22.509, 32.777], [12.839, 21.352, 33.704], [11.549, 20.904, 32.384], [14.348, 22.130, 32.054], [13.417, 19.289, 31.327], [14.594, 19.698, 32.579], [16.515, 18.977, 29.478], [15.241, 18.037, 30.065], [16.449, 18.630, 31.204], [14.649, 22.824, 27.520], [14.301, 21.593, 23.094], [20.688, 25.020, 23.955], [20.280, 25.805, 24.963], [21.636, 25.523, 23.283], [21.038, 23.852, 24.553], [19.216, 24.672, 22.733], [19.881, 23.662, 21.937], [18.165, 24.172, 23.612], [19.009, 25.963, 22.089], [14.783, 16.303, 27.107], [14.143, 15.380, 26.410], [13.885, 16.986, 27.833], [15.808, 15.783, 27.825], [15.668, 17.450, 25.869], [14.693, 18.541, 25.494], [16.787, 17.967, 26.592], [16.008, 16.597, 24.689], [20.409, 18.492, 29.950], [21.262, 19.401, 30.466], [19.222, 18.603, 30.644], [20.069, 18.712, 28.700], [21.152, 16.734, 30.285], [20.480, 15.722, 29.463], [22.580, 16.923, 30.001], [20.878, 16.396, 31.685], [22.939, 19.628, 26.019], [22.055, 19.260, 26.978], [22.489, 19.442, 24.772], [23.155, 20.955, 26.084], [24.617, 18.690, 26.422], [24.165, 17.286, 26.587], [25.406, 18.907, 25.162], [25.317, 19.250, 27.616]]}